(1)
Density functional theory data (ωB97M-V with the def2-TZVPD basis set) for a 2-piece molecular cluster, C5H10OS overall at a distorted geometry.

Geometry (Å):
H (-1.377, 2.482, 1.552)
H (0.752, 0.678, -0.881)
C (0.867, -1.384, -1.604)
H (0.340, -2.207, -1.204)
H (-1.428, 2.768, -0.135)
S (-1.925, -0.506, 1.072)
C (-1.320, 0.802, 0.375)
C (1.659, -0.516, 0.687)
C (1.145, -0.259, -0.637)
H (0.008, -1.083, -2.269)
H (0.968, -1.282, 1.128)
H (1.712, -1.604, -2.281)
C (-1.844, 2.173, 0.655)
H (-2.925, 2.124, 0.814)
H (2.668, -0.957, 0.732)
O (-1.128, -1.673, 0.666)
H (1.827, 0.443, 1.329)

- orbital gap (alpha / beta) (eV) = 6.77 / 7.50
- ⟨S²⟩ = 2.046
- E_tot (Eh) = -669.70505
- relative energy (zero: lowest compared OMol25 entry of this formula, charge and spin) (eV) = 1.2674
- 2S+1 = 3



(2)
Density functional theory data (ωB97M-V with the def2-TZVPD basis set) for C42H30Cl5InN5OS2Sb as an isolated structure.

Geometry (Å):
C (2.325, 2.199, -2.170)
H (2.078, -3.927, -5.092)
C (-1.881, 4.184, -1.144)
C (0.663, -3.207, 1.707)
C (3.022, -1.798, -1.021)
H (3.514, -4.745, 2.685)
S (-1.522, -0.874, 0.131)
C (-2.425, 5.360, 3.944)
Cl (-1.384, 1.094, -3.047)
H (0.754, -1.870, -4.726)
C (2.482, -0.026, 1.962)
H (-2.524, 5.922, 4.862)
N (1.396, 0.706, 1.694)
S (-2.053, 2.960, 0.133)
H (0.028, 2.070, 2.427)
Sb (-0.668, -3.035, 0.100)
H (0.946, -2.139, 4.907)
H (2.968, -3.551, 4.773)
Cl (4.204, 3.819, -3.251)
N (4.144, -2.052, -0.351)
H (-0.526, -1.894, 2.942)
C (-2.184, 3.951, 1.595)
H (1.015, -5.337, -1.201)
C (0.901, 1.477, 2.663)
C (-3.329, 4.349, 3.657)
C (-2.627, -4.736, 1.646)
H (-4.239, -6.415, -1.445)
H (-0.705, 6.467, 3.283)
H (2.807, -2.156, -2.016)
H (0.427, 5.846, -2.950)
C (1.515, 1.510, 3.906)
H (-0.491, 5.212, 1.161)
C (1.187, -2.654, 3.986)
C (-2.949, 5.628, -2.717)
C (1.098, 1.559, -2.110)
C (-3.788, -5.942, -0.584)
C (0.174, -2.417, -2.736)
H (0.266, 4.155, -1.138)
Cl (2.144, 4.318, -5.531)
H (-4.018, 4.346, -1.365)
C (1.753, 3.266, -4.242)
C (2.973, -0.866, 0.873)
C (-1.397, 5.668, 3.055)
H (-2.170, -4.283, 2.518)
C (-3.209, 3.631, 2.474)
N (4.134, -1.466, 0.860)
C (0.831, -2.613, -3.944)
H (-2.425, -4.777, -1.758)
H (-3.846, 6.030, -3.166)
C (-3.649, -5.658, 1.808)
C (-2.768, -5.020, -0.759)
C (0.267, -3.382, -1.737)
Cl (-0.645, 2.953, -5.437)
H (-0.424, -1.522, -2.590)
H (1.121, 2.137, 4.696)
C (1.572, -3.771, -4.148)
C (-2.195, -4.422, 0.360)
C (-0.626, 4.583, -1.579)
H (-1.628, 6.770, -3.959)
H (-3.908, 2.840, 2.233)
C (3.086, 0.030, 3.211)
C (-1.699, 6.042, -3.162)
H (3.969, -0.561, 3.419)
C (-4.227, -6.256, 0.695)
H (2.038, -4.545, 0.724)
H (-5.023, -6.976, 0.827)
C (2.323, -3.448, 3.910)
C (0.198, 1.806, -3.137)
C (-3.047, 4.686, -1.706)
C (-0.543, 5.521, -2.597)
O (-0.659, 2.328, 0.231)
C (1.798, -4.009, 1.631)
In (0.461, 0.526, -0.348)
H (4.951, -2.578, -0.652)
C (2.631, -4.122, 2.735)
C (0.984, -4.558, -1.951)
C (0.355, -2.524, 2.882)
C (2.677, 3.045, -3.218)
N (2.239, -1.049, -0.264)
N (2.601, 0.795, 4.177)
Cl (3.443, 1.980, -0.853)
H (-3.993, -5.913, 2.801)
C (-1.272, 4.967, 1.870)
H (-4.129, 4.122, 4.347)
H (2.190, -5.661, -3.337)
C (0.500, 2.647, -4.204)
C (1.641, -4.746, -3.159)

- orbital gap (eV) = 7.81
- charge = +2
- E_tot (Eh) = -5494.79735
- relative energy (zero: lowest compared OMol25 entry of this formula, charge and spin) (eV) = 0.0000



(3)
Density functional theory data (ωB97M-V with the def2-TZVPD basis set) for C5H9NO in the gas phase at a distorted geometry.

Geometry (Å):
H (1.072, -0.082, 1.410)
H (1.536, -1.148, -0.790)
C (-0.842, -0.142, 0.451)
H (-1.047, -0.894, 2.231)
H (-1.487, 0.694, 0.764)
H (2.570, 0.267, -0.507)
H (-1.159, 0.125, -1.690)
C (1.539, -0.059, -0.681)
C (0.704, 1.814, 0.687)
H (1.196, 0.391, -1.617)
C (-1.312, -0.628, -0.911)
N (0.749, 2.956, 0.867)
O (-1.007, -1.241, 1.330)
C (0.647, 0.355, 0.498)
H (-0.780, -1.545, -1.189)
H (-2.379, -0.863, -0.853)

- orbital gap (eV) = 11.52
- E_tot (Eh) = -325.89678
- relative energy (zero: lowest compared OMol25 entry of this formula, charge and spin) (eV) = 1.1095



(4)
Density functional theory data (ωB97M-V with the def2-TZVPD basis set) for C32H33GeN2OReSi as an isolated structure.

Geometry (Å):
H (2.937, 0.067, -6.270)
C (2.429, 0.961, -3.046)
C (-0.074, 3.162, 4.858)
C (2.176, 0.526, 1.831)
H (-0.975, -0.751, 4.945)
H (-1.325, -2.659, 1.244)
H (-0.333, -5.214, -0.834)
H (2.002, -2.056, -5.419)
H (0.217, 3.456, 5.856)
H (-0.370, -2.828, -1.411)
C (2.109, -1.206, -4.758)
C (0.386, -3.196, -0.721)
O (-1.282, 2.077, 1.058)
Si (-3.376, -0.035, -2.125)
C (1.364, -5.036, 0.470)
H (-0.153, 5.175, 4.108)
C (-0.862, 0.004, 3.001)
H (-3.395, -0.509, 0.417)
Ge (1.289, -0.475, -0.748)
C (-0.645, 3.749, 2.598)
H (1.509, 2.589, -0.794)
H (-2.356, -1.578, -0.496)
C (2.807, 1.064, -4.377)
H (-4.387, 1.961, -3.135)
C (2.638, -0.015, -5.234)
C (1.841, 2.261, 0.185)
C (-0.249, 1.827, 4.560)
C (2.733, 1.453, 2.692)
C (-1.556, 0.173, -3.004)
C (-2.712, -0.535, -0.436)
C (-0.811, 2.403, 2.304)
H (3.268, 3.511, 2.980)
C (-1.210, -1.950, 2.043)
C (-1.207, -2.158, 3.377)
H (-5.260, -1.526, -2.610)
C (2.373, 3.192, 1.060)
H (2.100, -0.511, 2.139)
H (2.601, 1.805, -2.391)
H (1.359, -2.261, -3.059)
C (1.737, -1.313, -3.426)
H (-1.569, 0.879, -3.829)
H (-5.196, 1.520, -1.639)
H (3.245, 1.983, -4.743)
C (1.335, -2.324, -0.181)
N (-0.986, -0.933, 3.955)
H (2.448, 4.231, 0.769)
C (-4.286, -1.339, -3.071)
C (-4.217, 1.613, -2.114)
H (3.081, -4.569, 1.664)
C (0.399, -4.545, -0.400)
H (3.095, 1.140, 3.663)
Re (-0.945, 0.530, 0.064)
H (-0.822, 4.480, 1.821)
N (-0.993, -0.603, 1.807)
H (-1.343, -3.054, 3.956)
C (1.879, -0.226, -2.560)
C (-0.631, 1.416, 3.278)
H (-3.661, 2.381, -1.574)
H (-4.467, -1.023, -4.100)
C (1.743, 0.908, 0.551)
H (-0.066, 1.097, 5.339)
H (-0.995, 1.725, -1.561)
C (2.832, 2.785, 2.306)
H (3.081, -2.187, 1.080)
C (2.309, -2.832, 0.676)
C (-1.010, 0.600, -1.783)
C (2.318, -4.182, 1.003)
C (-0.279, 4.127, 3.875)
H (1.380, -6.088, 0.721)
H (-1.274, -0.834, -3.311)
H (-3.740, -2.283, -3.093)

- orbital gap (eV) = 6.88
- charge = +2
- E_tot (Eh) = -3868.10158
- relative energy (zero: lowest compared OMol25 entry of this formula, charge and spin) (eV) = 0.0000